1.
Density functional theory data (the ωB97M-V functional and the def2-TZVPD basis) for a 3-piece molecular cluster, C19H30BrN2O10PS2 overall at a distorted geometry.

Element x y z (Å)
O  -2.84464  3.66675  -3.85232
C  -2.23494  -1.83179  -1.15969
H  1.74953  -2.92115  4.94792
H  2.60301  1.51312  5.70637
C  -1.84444  -4.06079  -2.30805
C  2.02718  0.34964  -0.68120
C  5.04413  -3.27231  -0.52099
C  -1.40846  -2.72897  -1.97052
O  2.61180  -0.80793  3.28892
S  -2.20670  4.54711  -2.91923
O  3.88615  -1.08410  -1.30167
N  -0.05823  -0.86488  -1.35914
C  -4.00586  -3.55928  -1.02633
H  -0.55346  3.02791  -2.26367
O  0.59394  -2.20697  -3.22709
N  -5.66899  -1.89727  1.10295
C  -3.54420  -2.21238  -0.67859
C  0.83602  0.25163  -1.71912
C  -1.32981  3.57559  -1.73433
S  3.49631  -1.58573  4.10538
O  3.48128  -0.99070  5.59536
H  5.67337  -2.60124  0.12849
H  -5.00724  -3.89885  -0.68991
H  2.80026  1.01767  -1.15126
H  -4.80185  5.41134  -4.24989
O  -3.31766  5.13035  -1.91499
H  3.15272  -1.06652  0.66949
H  3.60963  1.45055  4.26770
H  -2.02291  2.88028  -1.26612
H  3.35470  -3.69762  5.13769
H  5.28939  0.04212  5.46927
H  -4.58271  6.65792  -1.46904
H  4.37573  0.22430  6.95916
H  1.31105  0.11242  -2.72745
C  -3.16779  -4.46187  -1.80159
H  -0.88450  4.23836  -0.99503
H  0.30817  1.23997  -1.76776
H  -3.50877  7.00025  -2.81741
O  -1.79670  0.54151  -0.61262
H  -5.90509  6.58729  -3.52959
H  -5.78631  4.93941  -2.87335
H  1.69311  0.87334  0.24938
C  -5.22122  5.76624  -3.30741
C  2.73616  -1.00873  -0.38264
Br  -0.71346  -5.19671  -3.38871
C  -0.11934  -1.93351  -2.30871
C  3.63466  1.43662  5.35835
H  2.56110  -3.65511  3.53866
H  -5.21671  -0.08456  -0.52480
H  -3.53604  -5.48096  -2.03497
C  -4.12796  6.22431  -2.36079
P  -4.57253  -1.03433  0.32516
H  -6.60457  -1.57190  0.85467
H  5.73007  -3.94578  -1.08802
O  4.85275  -1.84363  3.71859
O  -1.36598  5.62383  -3.35536
O  3.71685  -2.99733  -2.46023
H  4.19006  2.31360  5.69483
H  -3.67515  -0.39890  1.22722
H  4.43505  -3.89706  0.17751
C  -1.40829  -0.53641  -0.98283
C  2.70964  -3.12253  4.47684
C  4.17498  -2.43142  -1.50378
C  4.28208  0.16556  5.87411
H  2.12166  -1.91971  -0.58779

Cartesian forces (eV/Å) of the 6 atoms listed first:
O 0.2 0.3 -0.1
C 0.2 -1.9 -0.9
H 0.0 0.0 0.0
H 0.1 0.0 0.1
C -1.2 1.7 1.2
C 0.0 0.3 -0.3

Properties
* orbital gap: 0.295 hartree
* structure (SMILES): CC(=O)OCCCN1C(=O)c2c(Br)ccc([PH2]=N)c2C1=O.CCOS(C)(=O)=O.CCOS(C)(=O)=O
* molecular weight: 621.47 g/mol
* energy: -144643.57532 eV
* strongest force on any atom: 2.77 eV/Å

Atom charges from the natural (NBO) analysis, given in e for atoms 1 to 2: -0.931, -0.034

***

2.
Density functional theory data (the ωB97M-V functional and the def2-TZVPD basis) for a 13-piece molecular cluster, C64H79F6N7 overall at a distorted geometry.

Element x y z (Å)
N  3.29872  -2.50002  1.75748
H  -4.42564  3.78997  3.35796
H  -7.85170  2.00720  -1.88133
C  1.95917  -3.66553  -4.37009
C  -3.66491  -0.97189  -3.49484
H  7.70224  -4.16899  -1.22978
C  -1.11479  4.44121  -0.43654
C  -6.24057  -0.04950  0.94042
C  1.17594  -0.10197  0.23041
H  -2.47635  6.18821  -0.29207
C  -1.10915  0.70518  -1.06585
H  6.99788  3.65967  -1.32835
C  1.21263  -4.68642  -0.62844
C  -3.54294  -2.02062  4.68546
F  2.15610  -0.65234  -1.85186
H  3.57101  2.78798  4.23561
C  4.97004  -3.38468  -1.85699
C  -3.83106  -1.28750  -2.00194
H  3.11992  3.60847  1.80979
H  -0.01357  -3.30156  0.53641
H  2.71725  -4.75347  -6.02930
H  -3.49070  -3.34162  -1.92497
H  -3.48786  -4.06838  5.25327
C  0.12146  -1.44646  4.60380
H  4.93999  -3.74963  -0.83034
C  -7.46177  1.43863  -1.05002
C  0.88135  -2.61148  -4.01294
H  -2.86723  -4.81872  2.90547
C  4.14261  4.13163  -3.16462
F  5.70800  1.83102  -0.14356
H  0.37841  2.93805  -0.45064
C  -1.68058  2.14063  4.41493
C  5.93491  2.68148  2.51278
H  -4.43558  -2.74609  -0.54591
C  -7.95054  0.20640  -0.70054
H  -2.90150  -1.62015  -3.92505
H  -0.29329  -0.95808  6.67756
C  0.18747  3.99607  -0.55331
N  -0.33607  -5.07984  -6.54618
H  0.93576  -1.72062  -4.63866
C  5.46656  4.34841  -2.71205
H  1.35689  -1.36018  6.35024
H  -0.12679  -3.02411  -4.05162
C  1.09387  -0.24832  -1.13759
C  7.38222  -4.73728  -3.15693
N  1.60189  -4.93738  5.24769
H  -4.10374  1.13570  6.57968
H  -3.77549  -1.63860  5.66851
H  -0.64901  7.77222  -0.57613
H  1.69242  -5.62739  -0.35923
C  -7.30200  -0.53045  0.26213
C  -3.37220  -3.38082  4.42847
H  6.40228  -1.80140  -1.58202
H  4.91368  0.79496  2.38702
F  -0.38872  1.93286  4.04203
C  0.33307  -1.66484  6.13326
C  2.42703  -3.25611  1.79268
H  0.48279  -3.16824  7.54318
H  -1.57099  0.72504  6.00038
C  -1.08101  0.68844  0.31310
H  -3.33536  0.06674  -3.52217
C  7.48477  -3.65710  -2.16721
C  -6.29415  1.91021  -0.41781
H  4.77155  -4.25192  -2.48677
H  -2.10546  3.57943  2.84197
C  0.07870  0.30826  0.98304
H  -0.43842  -5.00769  0.68616
C  1.16819  4.93239  -0.73397
H  1.06731  3.24984  -5.54646
H  6.07585  5.16325  -3.07427
F  -2.10207  3.52934  -0.26859
F  -4.66395  1.70330  1.33310
H  3.62034  4.71006  -3.91232
C  -0.00137  3.38061  -5.37637
H  1.87763  -5.19194  1.87634
C  5.05009  1.63374  3.06963
H  -2.94676  -0.70028  1.67362
C  -0.21841  4.21217  -4.11986
H  -0.92145  -3.38446  6.52706
C  0.94765  -4.13838  5.82293
C  -2.18985  1.43950  5.47790
H  -0.45391  3.88532  -6.22994
H  -1.76966  5.10958  -2.93532
C  -0.70671  2.06420  -5.42029
C  -2.45280  3.06881  3.72797
H  -3.47260  -0.00638  3.82979
C  2.76413  2.66388  2.22119
H  0.35894  5.13181  -4.21485
H  4.14328  -2.67694  -1.91767
C  0.86329  6.25702  -0.83261
H  -2.90193  -1.10943  -1.46054
H  0.13794  0.37489  2.05935
C  3.61061  2.08516  3.40340
C  -4.31429  -2.69240  -1.62780
H  2.86584  1.91718  1.43366
C  3.43174  3.07721  -2.66159
H  2.07020  -0.52558  0.66311
H  3.41203  1.51695  -1.02787
H  -1.83751  1.15334  0.92790
H  -7.71682  -1.47686  0.57617
H  8.39063  -3.12831  -2.46365
H  1.72781  2.70867  2.55608
H  6.15187  -2.33603  -3.14972
N  6.62250  3.48986  2.07881
H  -2.31834  4.84542  -4.61038
N  -6.71601  -3.27984  -2.62270
H  0.25386  3.65433  -3.31123
H  2.17601  -3.13663  -6.47981
H  2.47647  2.78764  -3.07390
C  -3.08244  -3.78999  3.15407
H  -1.95357  1.17607  -1.54709
C  5.98983  3.54467  -1.69848
H  3.11504  1.18390  3.76430
C  -1.71837  4.44140  -3.79497
F  -2.51283  -3.24100  0.92186
H  2.03945  -4.05817  -0.95973
C  -0.44314  6.71205  -0.58471
H  1.66301  6.93340  -1.09600
H  -8.83130  -0.21657  -1.16073
C  1.94069  -4.00619  -5.86612
C  -4.26022  2.61455  5.12636
C  -3.15560  -1.48223  2.38871
N  -1.21292  1.01733  -5.41881
C  1.34394  -4.24204  1.84537
C  -3.55260  1.67400  5.82278
H  1.79958  -4.56100  -3.76946
H  -0.04074  0.30609  -2.87779
H  -4.57619  -0.59315  -1.61364
N  7.25998  -5.56876  -3.97624
H  5.46658  1.16501  3.96120
H  0.52185  -4.81907  -1.46111
H  0.42290  -2.29172  3.98512
C  3.91138  2.29870  -1.58097
C  -1.46910  5.81757  -0.41231
C  0.13293  -3.10846  6.51260
H  -5.88408  2.88022  -0.65724
H  -5.73591  -0.61010  1.71337
H  0.99578  -2.18167  -3.01782
H  0.58198  -0.54879  4.19124
H  -5.27532  2.72722  5.47748
H  -4.66340  -1.05794  -3.92345
C  6.24279  -2.72642  -2.13609
C  -3.44182  -1.07651  3.68743
C  -5.63299  -3.03300  -2.22494
H  2.19247  4.60987  -0.84897
C  -5.69503  1.18384  0.61000
C  -3.75281  3.23633  3.99607
C  -0.03127  0.24645  -1.79947
H  -2.26077  3.54584  -3.49188
H  -0.95597  -1.33056  4.48634
C  0.67137  -4.60961  -6.25708
C  0.39403  -4.31131  0.58517
H  2.93584  -3.33068  -4.02067
H  0.78347  -4.00125  2.74869
C  5.21000  2.54022  -1.16246
C  -2.91569  -2.83719  2.13653

Cartesian forces (eV/Å) of the 6 atoms listed first:
N -0.5 -0.3 0.0
H 0.2 0.4 0.0
H -0.3 0.1 0.1
C -0.8 0.7 0.6
C -0.1 -0.2 1.4
H -0.1 0.3 0.3

Properties
* orbital gap (alpha / beta): 0.259 / 0.099 hartree
* molecular weight: 1060.37 g/mol
* total charge: +1
* energy: -94373.09023 eV
* strongest force on any atom: 3.88 eV/Å
* 2S+1: 2

Atom charges from the Mulliken analysis, given in e for atoms 1 to 2: -0.627, 0.387

***

3.
Density functional theory data (the ωB97M-V functional and the def2-TZVPD basis) for a 11-piece molecular cluster, C27H76O17 overall at a distorted geometry.

Element x y z (Å)
C  -2.93486  0.76370  -3.76902
C  -4.77428  -2.10168  3.76991
C  1.28128  3.81889  -2.82075
H  -2.45397  2.71586  3.47614
O  -3.19545  -6.58130  -1.23745
H  -0.24462  1.93306  1.97043
H  -3.81526  4.90132  2.21354
C  0.23511  2.68308  4.77956
H  -3.57045  -6.28595  -2.07048
H  -3.39617  -0.04882  4.98131
O  -2.65918  3.64487  0.23060
C  4.50346  -1.14138  3.42990
O  3.51933  3.69545  0.33848
H  0.81030  -4.71097  0.26977
O  4.00317  -3.90738  0.95201
H  -1.70858  -4.51444  -1.12852
H  -5.03164  -3.15337  3.62593
H  3.37752  1.32373  -0.79462
H  -5.54976  -5.35592  -0.58611
H  1.59726  -3.21373  0.09969
H  0.02226  2.62249  -3.99848
C  1.06211  2.01700  3.67335
H  3.10782  -2.61985  2.92242
H  -2.70525  -2.35853  4.35505
C  -3.15041  1.95488  -2.86134
H  -0.87031  0.58507  -2.18803
H  3.27816  3.39523  -2.18645
C  0.30609  3.67738  -3.97550
O  -0.27621  -1.25827  1.59128
C  2.82397  -4.68735  1.02703
H  1.48515  -1.67362  -8.21663
H  4.02103  1.54807  1.64307
H  -2.97679  -0.22466  -3.31327
H  0.69460  -1.25539  1.70264
H  -0.57504  4.28182  -3.75694
O  4.07614  0.82446  -0.34719
H  3.05137  -5.75830  1.00084
H  0.82852  2.90279  5.66120
C  -3.06061  -0.26663  3.96059
H  -3.67251  0.71643  -4.56866
H  0.56922  -0.34210  -5.29600
H  -0.19943  0.77141  -0.15623
C  1.62730  -0.62626  -5.28007
H  -2.20243  -3.87277  0.47110
H  -0.21392  3.59942  4.37955
H  3.08422  -1.78151  -6.13757
H  1.14971  -1.03419  -3.42338
H  5.87639  0.12030  4.04354
C  -2.58479  3.35998  2.60668
H  1.40834  4.88652  -2.55940
H  -1.36985  -5.38603  0.40113
H  4.35982  -3.94396  0.05663
H  -1.61421  -1.12329  0.16424
O  -2.08419  2.01787  -1.86735
C  1.78052  -4.28338  -0.00738
H  3.12939  -0.94401  1.30448
H  1.52348  2.07679  1.67319
H  -3.16028  4.42718  0.47283
H  5.31023  3.18848  -0.61810
C  -2.09008  -4.77181  -0.14178
O  1.92774  -1.02301  -7.66577
C  2.02125  -1.60325  -6.37626
H  -1.61784  3.86638  2.61053
H  0.89575  0.94091  3.80712
H  -2.01241  -0.01328  3.79741
H  -2.62120  3.30206  -4.41603
H  -0.66828  2.12680  5.04844
H  -0.46035  -2.30513  -0.26638
C  3.06951  -1.55506  3.15636
H  -3.22872  4.14090  -2.91099
H  2.73663  2.34655  -3.41520
H  2.19296  0.30684  -5.30095
C  2.67465  3.40057  -3.09676
C  -3.33588  3.29890  -3.59561
H  -4.53014  -4.38059  -1.55044
H  1.21072  -0.17688  -0.65750
H  1.60032  -2.60467  -6.26996
O  0.89252  3.20517  -1.59105
O  -2.88345  -2.01938  2.33324
C  4.78849  3.09519  0.34673
H  2.87896  1.43080  3.78329
H  -3.65797  0.43098  3.36687
H  -0.06709  3.06620  -1.60365
H  2.13845  -5.54843  -1.42305
C  -2.88922  2.67150  1.27908
C  -3.32116  -1.77148  3.66205
H  5.47511  3.58056  1.04344
H  2.39266  -4.50185  2.01399
H  2.85000  3.11236  -0.03628
C  -4.62710  -4.77093  -0.53162
H  -4.04754  1.88133  -2.22930
H  0.60551  3.49850  2.08851
H  -4.38206  3.38475  -3.89455
H  -3.93670  2.36049  1.24670
H  -4.80074  -3.98753  0.20481
H  -2.23090  1.83226  1.06681
C  -0.53575  -1.31415  0.18560
H  2.52913  -1.43104  4.09715
C  0.12244  -0.18047  -0.58350
O  2.49194  -0.90317  2.03454
H  -5.27761  -1.69379  4.64835
H  -1.96017  -1.72183  2.27179
H  3.24806  3.94350  -3.84827
C  0.67827  2.42635  2.27362
H  5.56095  1.12587  0.87466
H  -2.48513  2.62786  -1.21693
H  5.06497  -1.21120  2.48745
O  2.46439  2.28849  3.93619
O  -3.54903  4.36054  2.96025
H  -5.36270  -1.63660  2.96647
O  -0.32164  -0.17530  -1.93962
O  1.86555  -1.27510  -4.02440
O  2.15660  -4.58968  -1.33299
O  4.91884  0.11743  3.99220
H  0.75446  4.08788  -4.87636
C  4.59775  1.62474  0.71754
C  -3.39024  -5.59741  -0.22210
H  -1.90736  0.94591  -4.10498
H  -3.45825  -6.14214  0.72121
H  4.99932  -1.92185  4.01670

Cartesian forces (eV/Å) of the 6 atoms listed first:
C 0.3 0.4 0.2
C -1.5 0.0 -0.7
C 0.5 2.1 0.7
H -0.7 -0.4 -0.2
O -0.1 -0.7 0.2
H 0.1 0.0 -0.1

Properties
* orbital gap: 0.362 hartree
* structure (SMILES): CC(C)O.CC(C)O.CC(C)O.CC(C)O.CC(C)O.OCCO.OCCO.OCCO.OCCO.OCCO.OCCO
* molecular weight: 672.89 g/mol
* energy: -64034.65058 eV
* strongest force on any atom: 2.86 eV/Å

Atom charges from the Mulliken analysis, given in e for atoms 1 to 2: -1.233, -1.568